[1]
63
Properties=species:S:1:pos:R:3 method="wB97M-V/def2-TZVPD" lumo_ev="-3.7 / -3.7" energy_ha=-2376.0488 homo_lumo_gap_ev="7.27 / 7.45" spin_multiplicity=3 total_charge=+1 s_squared=2.03
C -2.1245 2.8489 2.5636
H -5.2402 -2.1714 2.9747
C -1.2640 -3.7510 0.7840
H -1.6444 0.0623 0.2198
C 2.5725 1.2542 -1.1916
H 4.3559 1.0854 -4.1787
C 3.2974 1.8832 -2.3881
H 1.0620 0.5209 -2.5827
C -2.8004 1.7136 0.5458
C 3.8227 0.7931 -3.2793
H -2.8757 3.6503 2.5589
C -3.4101 -0.6387 4.1733
H -2.7404 1.8687 -0.5273
C 3.6871 -0.5088 -2.9961
O -0.5190 -3.6345 -2.0403
C -0.1386 2.8713 -0.6342
H -4.5433 1.4383 2.8392
O 2.5124 -3.2855 -2.2690
C -4.4298 -1.9711 2.2713
H -3.7301 -2.8026 2.3074
C 0.5707 3.9827 -1.3401
C -3.7868 -0.6202 2.6835
C -1.2269 -2.5266 2.8576
H -1.2445 3.2023 3.0990
C 1.2159 1.3981 -1.9558
C -1.3143 -3.7000 2.2342
H -0.7359 -0.4750 2.6091
H -2.9063 -1.5542 4.4675
H 1.9805 4.7266 -2.7002
H -5.7364 0.1625 3.0227
H -1.3228 -4.6249 2.7989
N -2.4940 0.2555 0.7615
H -3.7914 1.9659 0.8994
H 0.2934 4.9929 -1.0484
H 4.0843 2.6053 -2.1666
C -1.0378 3.4033 0.4509
H -4.8519 -1.9055 1.2671
C 2.1165 -2.2346 -1.8532
H 4.0517 -1.2804 -3.6619
C 1.5296 3.8439 -2.2586
C -1.2243 -1.2767 2.0346
N -0.4894 -1.4477 0.7795
H -5.1467 0.5437 1.4170
H -1.3992 -4.6683 0.2286
C 2.9468 -0.9492 -1.8171
C 1.9021 2.4981 -2.8044
H 1.7021 2.4517 -3.8773
N 0.8607 -1.8672 -1.3658
C -2.5805 -0.5216 1.7814
H 2.5969 1.8805 -0.3066
H -1.1093 -2.4534 3.9289
H -2.5379 2.0114 3.1320
C -4.8493 0.4601 2.4625
C -0.1759 -2.8293 -1.2273
H -2.7870 0.2136 4.4570
H -0.4120 3.9606 1.1534
C 0.1086 1.5835 -0.9281
H -4.3334 -0.5747 4.7506
N -1.7491 2.4101 1.2267
N 2.6273 -0.1679 -0.8516
V 0.7004 -0.2979 -0.1815
C -0.7677 -2.6851 0.1457
H -1.7136 4.1535 0.0111

=====

[2]
69
Properties=species:S:1:pos:R:3 method="wB97M-V/def2-TZVPD" lumo_ev=-1.7 energy_ha=-1958.4330 homo_lumo_gap_ev=2.41 de_lowest_ev=0.723
O -2.5401 2.0920 6.1154
C 4.5138 -7.2015 2.6387
C -2.1780 7.2352 -5.7482
C 10.2445 5.3958 -2.1475
O 7.6954 2.2008 -4.6069
H 4.3995 -8.2831 2.7105
H -3.5557 -5.4898 0.7131
C -6.3259 -7.4397 0.7788
H 1.9796 -0.8397 0.7086
H -3.3900 7.8971 -7.3505
C 10.7965 5.0218 -4.5292
H -5.4219 -2.8209 8.1553
H 9.4008 3.7664 -5.5552
H 2.8815 -0.1343 -0.3592
H -5.4282 7.0503 -6.2300
C -4.3363 6.2834 -4.4303
C -4.8664 -2.0206 7.6889
H 1.2353 -0.3995 -0.6873
H -2.4913 -1.6342 5.2622
O -4.8200 -4.3922 -2.9054
C -6.9689 -7.0493 -0.4307
O -1.6843 5.0743 -2.2978
C 10.9590 5.6916 -3.3247
H 11.4373 5.2215 -5.3752
C 9.0232 3.7454 -3.4042
C 9.7196 4.1326 -4.5904
C 3.1671 -6.5455 3.1502
C -2.0384 6.6135 -4.5130
H -4.5921 1.3164 7.4543
C -3.1085 6.0240 -3.8573
H 2.3127 -7.0782 2.7327
O -3.5100 -3.8531 -1.2555
H -6.9839 -5.7012 -1.9695
H -5.2384 5.9609 -3.9318
H -4.6280 -7.3727 1.9762
C -3.3820 7.4283 -6.3775
C -5.1198 -0.6813 7.9288
H -6.8011 -8.1010 1.4881
C -6.3315 -6.1084 -1.2112
C -4.4989 6.9388 -5.6912
H 2.9894 -6.7201 4.2113
H -5.8967 -0.4540 8.6438
N 1.9341 -0.1308 -0.0094
C -5.1138 -5.4762 -0.8461
H 4.6818 -6.9759 1.5856
C -3.2554 -1.3923 5.9861
C -3.9408 -2.3062 6.7545
H 10.4614 5.8993 -1.2170
C 9.3103 4.3700 -2.1994
O 2.8942 -5.1614 2.8851
C -4.3848 0.2750 7.2570
C -3.4407 -0.0450 6.2925
C -4.4552 -5.9707 0.3580
O 7.4898 2.2651 -2.4591
H 8.7988 4.1520 -1.2735
N 8.0303 2.6273 -3.4901
O -1.8238 0.6035 4.8073
H 11.6324 6.5341 -3.2683
H 5.4133 -6.9662 3.2075
N -4.3950 -4.5185 -1.7172
N -2.8676 5.0790 -2.7300
N -2.5423 0.9164 5.6911
H 1.7269 0.7505 0.4384
H -1.0211 6.4109 -4.2124
H -3.6168 -3.3194 6.5681
O -3.8064 4.4194 -2.2536
H -7.9521 -7.4598 -0.6073
H -1.2857 7.6385 -6.2038
C -5.0908 -6.9885 1.0791

=====

[3]
71
Properties=species:S:1:pos:R:3 method="wB97M-V/def2-TZVPD" lumo_ev=1.9 energy_ha=-9078.8408 homo_lumo_gap_ev=5.80 spin_multiplicity=2 total_charge=-1 s_squared=0.76
C 1.1659 3.3544 1.9884
N -1.5883 0.8901 -0.8891
H -4.2226 3.9217 -2.4797
B -0.2401 2.9121 -1.4222
H 3.9547 -0.4768 -2.9975
H -2.2847 -0.7143 -3.1177
N 0.4326 1.7024 0.6887
H 2.8046 1.5584 -4.7964
C 0.8123 5.2987 0.3075
C 2.3156 -3.0561 0.9836
C 2.9097 -0.6389 -2.7337
C 1.6761 -4.7942 -0.5642
I -0.1126 -2.7974 4.0190
C -2.8441 0.4524 -0.9126
C -3.1511 3.8489 -2.2999
C -0.5270 -3.1741 -3.0888
Cl -1.5209 -3.8486 1.1877
H 1.5492 3.8880 2.8387
C 2.1347 0.6264 -2.8858
C 0.8518 -3.8903 -1.2721
H -2.6319 4.0141 -3.2440
H -1.1429 -1.0430 -4.4183
C 1.4775 -2.1360 0.3721
H 2.8702 -0.9886 -1.7045
H 3.0314 -5.0729 1.0522
H 1.9475 0.2830 2.7125
H 1.4290 5.4091 -0.5849
H -1.1725 -1.6240 1.8409
H -4.1090 -1.2668 -0.9171
H 1.1517 4.6959 -3.6559
N 0.0271 -1.5938 -1.3997
H -0.7619 0.1761 -3.1917
H 2.5213 -1.4282 -3.3802
C -0.5568 -1.8649 -2.5527
C 0.7844 3.8838 0.7770
C 0.1428 -4.1753 -2.4552
H 1.3381 1.4326 3.9127
C -2.8325 2.5102 -1.7283
C 0.7560 -2.5784 -0.7794
H -3.3971 -0.8964 0.6514
C 0.9255 1.9768 1.8996
C -3.6736 1.4524 -1.4347
H 1.2269 5.9319 1.0900
C 1.1291 0.9511 2.9594
N 0.3341 2.8786 0.0073
H -2.4082 -1.6255 -0.6031
H -2.4955 -2.3962 2.7676
Br 3.3592 -2.5337 2.4532
C -1.4869 -2.5112 2.3841
C -3.2063 -0.9081 -0.4229
N 1.2604 1.0109 -1.9697
C 2.3876 -4.3814 0.5277
C 0.9054 3.8176 -4.2513
H -0.1641 3.8532 -4.4591
C -1.2235 -0.7924 -3.3609
Co 0.1624 0.1019 -0.3693
H -1.0414 -3.3568 -4.0230
N 0.7311 2.1873 -2.3824
O 1.3346 -0.8994 0.7334
N -1.5843 2.1462 -1.3915
H -2.8598 4.6502 -1.6222
I 2.2656 -2.7242 6.4120
H 1.4374 3.8849 -5.1987
H -0.4204 4.0375 -1.7862
C 2.1850 1.5764 -3.9184
H 0.2476 0.3226 3.0785
Br 1.8414 -6.5905 -1.1558
H 0.1695 -5.1745 -2.8677
H -4.7388 1.4106 -1.5725
C 1.2826 2.5567 -3.5532
H -0.1865 5.6620 0.0642

=====

[4]
96
Properties=species:S:1:pos:R:3 method="wB97M-V/def2-TZVPD" lumo_ev=-3.5 energy_ha=-4759.8761 homo_lumo_gap_ev=9.61 de_lowest_ev=0.000 total_charge=+1
F -1.3283 -4.1036 5.0447
F 3.7560 0.9829 -0.2653
F 1.8431 0.9136 -2.3080
C -1.1524 3.9629 -5.8374
F 1.1721 3.9792 -6.4197
O -1.2900 6.4397 -6.4428
C 3.5442 -5.3477 8.5478
F 0.2534 5.2828 -8.5589
C 2.7849 -0.0518 -2.1678
H -2.9506 5.1778 0.3141
H -0.6694 5.7070 -4.5763
H 5.2390 -7.4123 7.4033
B -1.7091 3.9992 -1.1922
C 4.0932 -3.6133 -2.0723
C 4.1074 -2.8602 -3.4061
F 0.2392 2.0621 -6.0853
F 3.9242 -8.8959 7.2971
H -3.0688 2.3777 0.8037
H 2.7474 -2.0087 -4.7902
O 2.5129 -4.5177 7.9870
F 0.9234 6.5303 -6.0329
F -2.0004 3.2328 -5.0476
H -4.8519 -0.7634 2.0713
C -4.1683 4.6352 -1.4520
F 5.2159 -4.3608 -1.9491
C -3.9283 -1.1405 1.6256
H -5.7615 2.8539 0.4101
H -3.9269 3.6149 1.3641
F -3.9956 -2.4777 1.6033
F -3.6586 5.1614 -2.6487
F 1.3460 -6.0861 5.9019
F 4.1479 -3.7972 -4.3947
F -1.5409 -3.5306 1.5601
H 0.4572 -4.3477 6.1913
C -1.8294 -3.4748 3.9417
C -3.0663 4.2571 -0.3410
O -0.8107 5.1190 -1.3188
C -1.3015 2.6389 -1.9368
N -3.6642 3.1548 0.4767
F 3.8000 -7.1257 6.0665
H -1.6481 -1.8283 5.2644
H -0.6672 -1.6029 3.8594
C 3.3858 -6.8804 8.4167
O -2.7023 -1.0816 3.7367
H -2.0159 2.3984 -2.7779
H -2.1610 0.9500 -0.7943
F 1.5231 -4.4332 4.5066
C 0.2455 3.3567 -5.6785
H -4.9697 2.7416 -2.5640
F 2.2180 -1.0093 -1.4145
F -1.6029 3.8156 -7.1015
F 3.7733 -4.5278 6.1235
C -1.3187 5.4411 -5.4135
F -1.5437 -0.9588 1.8198
C -2.7061 -0.6449 2.4062
F 5.0330 -0.3301 -1.4276
C 0.2498 6.6120 -8.3367
C -0.0448 6.9404 -6.8692
F 2.0688 -7.1791 8.3456
O 3.0293 -0.5437 -3.4599
H 0.5653 3.3771 -4.6322
F 3.8306 -7.4178 9.5879
H -6.1935 3.6766 -1.6623
H -0.3399 0.7439 -1.1682
F -1.3643 -5.3942 2.6398
F 2.5325 -2.8280 6.5722
C -1.1173 -4.0662 2.7211
F 4.0687 -2.7920 -1.0079
F 5.2382 -2.1316 -3.5362
C -5.1144 3.3399 -1.6178
H 4.3919 1.4116 -2.1076
H -4.8096 5.3745 -0.8978
F -2.7398 0.7170 2.4568
H -0.4987 7.0623 -8.9920
C 4.1618 -7.5617 7.2853
H -0.0353 -3.9302 2.7942
C -1.6486 -1.9578 4.1795
F -3.8653 -0.7240 0.3314
H -0.6864 5.4229 -0.4000
C -4.8683 2.5917 -0.2286
H -0.2858 2.7631 -2.4317
H 3.4863 -5.1382 9.6184
C -1.1497 1.4571 -0.8610
H 4.5390 -5.0078 8.2539
C 2.5783 -4.1788 6.6252
H -2.3321 5.5177 -5.0119
H 3.2338 -4.2875 -2.0119
C 2.8917 -1.9536 -3.7087
C 4.0324 0.5619 -1.5234
F -0.1144 8.2795 -6.7266
H -4.7160 1.4933 -0.4542
F 1.4705 7.0738 -8.6885
H -0.9399 1.9564 0.1397
C 1.4021 -4.7455 5.8239
F -3.1503 -3.7599 3.9181
H 1.9658 -2.3489 -3.2867